Run P
Here is 8 unconnected molecules or ions with the total composition C32H48O24 from the OMol25 dataset. Energies are from ωB97M-V with the def2-TZVPD basis set.

## Properties
Charge: 0
LUMO level (eV): 0.1
SMILES string: C[C@H]1COC(=O)O1.C[C@H]1COC(=O)O1.C[C@H]1COC(=O)O1.C[C@H]1COC(=O)O1.C[C@H]1COC(=O)O1.C[C@H]1COC(=O)O1.C[C@H]1COC(=O)O1.C[C@H]1COC(=O)O1
Frontier orbital gap (eV): 10.125

CARTESIAN COORDINATES (ANGSTROEM)
1 C -1.87 5.86 -2.00
2 C -2.01 5.31 -0.61
3 C -1.77 6.28 0.57
4 O -2.90 6.06 1.43
5 C -3.66 5.07 0.95
6 O -4.62 4.62 1.49
7 O -3.34 4.82 -0.33
8 H -0.82 6.02 -2.23
9 H -2.54 6.70 -2.18
10 H -2.13 5.07 -2.72
11 H -1.44 4.38 -0.50
12 H -1.63 7.29 0.21
13 H -0.91 5.97 1.16
14 C 4.79 -1.60 3.15
15 C 5.18 -1.66 1.69
16 C 4.16 -2.39 0.81
17 O 3.63 -1.40 -0.06
18 C 4.32 -0.25 0.10
19 O 4.27 0.62 -0.71
20 O 5.06 -0.30 1.22
21 H 5.57 -1.20 3.79
22 H 4.54 -2.61 3.51
23 H 3.85 -1.07 3.30
24 H 6.12 -2.19 1.49
25 H 3.39 -2.97 1.33
26 H 4.68 -3.10 0.17
27 C -4.49 0.64 -0.55
28 C -4.39 0.99 -2.02
29 C -4.74 2.46 -2.31
30 O -3.61 2.93 -3.06
31 C -2.58 2.06 -2.94
32 O -1.47 2.33 -3.27
33 O -2.97 0.95 -2.33
34 H -5.54 0.40 -0.36
35 H -4.28 1.44 0.16
36 H -3.82 -0.17 -0.29
37 H -4.97 0.37 -2.70
38 H -4.72 3.06 -1.40
39 H -5.63 2.62 -2.91
40 C -2.26 -4.38 5.10
41 C -2.30 -4.09 3.61
42 C -3.58 -4.50 2.87
43 O -4.02 -3.31 2.24
44 C -3.27 -2.27 2.60
45 O -3.44 -1.16 2.24
46 O -2.27 -2.67 3.44
47 H -1.22 -4.29 5.43
48 H -2.44 -5.44 5.31
49 H -2.90 -3.77 5.74
50 H -1.42 -4.59 3.22
51 H -4.32 -4.86 3.58
52 H -3.38 -5.25 2.10
53 C 1.62 1.30 -6.69
54 C 0.65 1.21 -5.52
55 C -0.52 0.26 -5.86
56 O -0.47 -0.75 -4.87
57 C 0.45 -0.41 -3.91
58 O 0.63 -1.04 -2.93
59 O 1.16 0.65 -4.34
60 H 2.26 0.41 -6.72
61 H 2.31 2.15 -6.63
62 H 1.08 1.36 -7.64
63 H 0.19 2.19 -5.33
64 H -0.52 -0.19 -6.85
65 H -1.46 0.81 -5.72
66 C 1.42 4.21 -3.27
67 C 1.12 3.72 -1.88
68 C 2.27 2.91 -1.21
69 O 2.42 3.54 0.07
70 C 1.88 4.78 0.02
71 O 2.02 5.63 0.85
72 O 1.06 4.86 -1.02
73 H 2.37 4.74 -3.21
74 H 0.61 4.84 -3.64
75 H 1.53 3.45 -4.04
76 H 0.18 3.17 -1.84
77 H 3.23 3.00 -1.73
78 H 1.98 1.87 -1.11
79 C 2.15 -8.12 2.64
80 C 2.05 -7.10 3.77
81 C 3.33 -6.27 3.94
82 O 2.95 -4.96 3.57
83 C 1.65 -4.87 3.30
84 O 1.07 -3.84 3.13
85 O 1.11 -6.11 3.23
86 H 2.80 -8.94 2.98
87 H 2.71 -7.76 1.78
88 H 1.23 -8.61 2.32
89 H 1.59 -7.58 4.64
90 H 4.22 -6.66 3.46
91 H 3.59 -6.24 5.00
92 C 0.62 -1.09 1.34
93 C 0.51 0.40 1.02
94 C -0.51 0.72 -0.07
95 O -0.98 1.98 0.37
96 C -0.71 2.16 1.67
97 O -1.13 3.08 2.30
98 O 0.03 1.14 2.16
99 H 1.24 -1.27 2.22
100 H 1.14 -1.63 0.55
101 H -0.39 -1.43 1.55
102 H 1.49 0.73 0.69
103 H -1.30 -0.02 -0.15
104 H 0.14 0.75 -0.95

***

Run Q
Here is 8 unconnected molecules or ions with the total composition C32H48O24 from the OMol25 dataset. Energies are from ωB97M-V with the def2-TZVPD basis set.

## Properties
Charge: 0
LUMO level (eV): -0.3
SMILES string: C[C@H]1COC(=O)O1.C[C@H]1COC(=O)O1.C[C@H]1COC(=O)O1.C[C@H]1COC(=O)O1.C[C@H]1COC(=O)O1.C[C@H]1COC(=O)O1.C[C@H]1COC(=O)O1.C[C@H]1COC(=O)O1
Frontier orbital gap (eV): 9.983

CARTESIAN COORDINATES (ANGSTROEM)
1 C -4.62 3.22 2.30
2 C -5.24 2.54 1.10
3 C -4.27 2.04 0.00
4 O -4.50 0.63 -0.06
5 C -5.33 0.22 0.91
6 O -5.64 -0.91 1.08
7 O -5.73 1.27 1.65
8 H -3.65 2.77 2.47
9 H -5.21 3.14 3.21
10 H -4.52 4.30 2.09
11 H -6.15 2.99 0.71
12 H -3.22 2.15 0.25
13 H -4.51 2.49 -0.96
14 C -5.01 1.51 7.37
15 C -4.33 1.87 6.09
16 C -2.87 2.38 6.11
17 O -2.31 1.74 4.96
18 C -2.92 0.54 4.80
19 O -2.48 -0.33 4.13
20 O -4.08 0.55 5.46
21 H -5.47 2.42 7.78
22 H -4.36 1.12 8.14
23 H -5.82 0.82 7.15
24 H -4.93 2.40 5.35
25 H -2.39 1.98 7.00
26 H -2.75 3.46 6.05
27 C 3.39 -5.18 -0.67
28 C 4.47 -5.62 -1.65
29 C 4.28 -7.02 -2.25
30 O 3.96 -6.76 -3.63
31 C 4.22 -5.47 -3.91
32 O 4.15 -5.00 -5.00
33 O 4.56 -4.78 -2.80
34 H 3.80 -4.71 0.22
35 H 2.89 -6.08 -0.28
36 H 2.56 -4.64 -1.12
37 H 5.42 -5.59 -1.12
38 H 3.59 -7.68 -1.72
39 H 5.23 -7.56 -2.32
40 C -0.63 1.15 -4.49
41 C 0.12 2.41 -4.80
42 C 1.62 2.32 -4.29
43 O 2.38 2.75 -5.41
44 C 1.58 2.99 -6.47
45 O 1.94 3.43 -7.51
46 O 0.30 2.65 -6.18
47 H -0.19 0.30 -5.02
48 H -1.65 1.17 -4.87
49 H -0.74 0.99 -3.42
50 H -0.28 3.29 -4.29
51 H 1.88 1.31 -3.98
52 H 1.73 3.05 -3.49
53 C 0.79 -1.00 4.95
54 C 1.00 -2.37 5.50
55 C 1.27 -3.49 4.46
56 O 2.43 -4.13 4.94
57 C 3.02 -3.38 5.91
58 O 4.11 -3.60 6.33
59 O 2.21 -2.38 6.30
60 H -0.11 -0.91 4.35
61 H 1.64 -0.71 4.33
62 H 0.81 -0.28 5.77
63 H 0.21 -2.73 6.17
64 H 1.37 -3.02 3.48
65 H 0.43 -4.18 4.48
66 C -0.47 1.02 1.34
67 C -0.69 -0.34 0.73
68 C -0.38 -0.40 -0.76
69 O 0.30 -1.65 -0.91
70 C 0.64 -2.13 0.32
71 O 1.28 -3.11 0.48
72 O 0.18 -1.32 1.29
73 H -0.92 1.82 0.75
74 H 0.60 1.22 1.47
75 H -0.95 1.03 2.32
76 H -1.73 -0.61 0.92
77 H 0.33 0.34 -1.12
78 H -1.32 -0.31 -1.31
79 C 2.71 -1.74 -3.32
80 C 3.16 -2.16 -4.68
81 C 2.19 -2.98 -5.57
82 O 2.30 -2.37 -6.84
83 C 3.15 -1.31 -6.79
84 O 3.55 -0.71 -7.72
85 O 3.43 -1.01 -5.49
86 H 1.83 -1.09 -3.38
87 H 3.47 -1.31 -2.66
88 H 2.34 -2.53 -2.66
89 H 4.10 -2.72 -4.62
90 H 1.16 -2.92 -5.21
91 H 2.50 -4.02 -5.47
92 C 1.44 4.87 -0.18
93 C -0.05 5.07 -0.37
94 C -0.41 5.85 -1.64
95 O -1.37 5.04 -2.31
96 C -1.51 3.86 -1.65
97 O -2.09 2.93 -2.11
98 O -0.72 3.82 -0.56
99 H 1.64 3.96 0.38
100 H 1.89 5.74 0.30
101 H 1.87 4.77 -1.18
102 H -0.52 5.64 0.44
103 H 0.42 6.08 -2.31
104 H -0.82 6.86 -1.51

***

Run R
Here is 8 unconnected molecules or ions with the total composition C32H48O24 from the OMol25 dataset. Energies are from ωB97M-V with the def2-TZVPD basis set.

## Properties
Charge: 0
LUMO level (eV): -0.4
SMILES string: C[C@H]1COC(=O)O1.C[C@H]1COC(=O)O1.C[C@H]1COC(=O)O1.C[C@H]1COC(=O)O1.C[C@H]1COC(=O)O1.C[C@H]1COC(=O)O1.C[C@H]1COC(=O)O1.C[C@H]1COC(=O)O1
Frontier orbital gap (eV): 10.137

CARTESIAN COORDINATES (ANGSTROEM)
1 C -0.48 0.15 4.54
2 C -1.79 -0.63 4.27
3 C -2.30 -1.32 5.53
4 O -3.72 -1.32 5.32
5 C -4.02 -0.36 4.43
6 O -5.11 0.03 4.18
7 O -2.88 0.20 3.94
8 H -0.47 1.04 3.92
9 H 0.31 -0.55 4.28
10 H -0.43 0.46 5.58
11 H -1.60 -1.40 3.52
12 H -2.06 -0.77 6.45
13 H -1.94 -2.34 5.64
14 C -1.60 -0.93 -3.68
15 C -2.10 -0.05 -4.79
16 C -1.05 0.71 -5.57
17 O -1.29 0.37 -6.94
18 C -2.35 -0.43 -7.03
19 O -2.81 -0.85 -8.04
20 O -2.78 -0.82 -5.81
21 H -1.02 -1.78 -4.06
22 H -2.38 -1.48 -3.15
23 H -1.01 -0.41 -2.93
24 H -2.88 0.62 -4.43
25 H -0.05 0.30 -5.39
26 H -0.98 1.78 -5.41
27 C 1.98 4.52 -0.64
28 C 1.59 3.79 -1.91
29 C 1.87 2.27 -1.84
30 O 0.71 1.68 -2.42
31 C -0.26 2.59 -2.48
32 O -1.38 2.42 -2.86
33 O 0.15 3.77 -1.97
34 H 3.03 4.39 -0.35
35 H 1.37 4.16 0.19
36 H 1.77 5.57 -0.79
37 H 1.97 4.22 -2.84
38 H 1.94 2.02 -0.78
39 H 2.76 1.95 -2.38
40 C -0.73 -1.47 0.62
41 C -0.92 -0.11 0.02
42 C -2.39 0.30 -0.19
43 O -2.48 1.55 0.49
44 C -1.30 1.90 0.99
45 O -1.10 2.94 1.54
46 O -0.37 0.95 0.78
47 H -1.21 -1.63 1.58
48 H 0.30 -1.79 0.78
49 H -1.07 -2.21 -0.11
50 H -0.48 -0.12 -0.98
51 H -3.15 -0.35 0.26
52 H -2.63 0.41 -1.25
53 C 4.75 -1.51 -4.90
54 C 3.97 -0.53 -4.05
55 C 2.51 -0.30 -4.55
56 O 1.69 -0.79 -3.48
57 C 2.46 -1.20 -2.47
58 O 2.02 -1.54 -1.41
59 O 3.76 -1.11 -2.76
60 H 4.14 -2.37 -5.19
61 H 5.55 -1.91 -4.28
62 H 5.13 -1.10 -5.83
63 H 4.49 0.43 -4.12
64 H 2.24 -0.80 -5.48
65 H 2.28 0.76 -4.65
66 C -1.32 -4.76 -2.86
67 C -0.43 -5.48 -1.87
68 C 1.00 -4.88 -1.75
69 O 1.22 -4.83 -0.36
70 C 0.10 -5.17 0.31
71 O 0.06 -5.29 1.50
72 O -0.92 -5.31 -0.53
73 H -0.95 -5.00 -3.86
74 H -1.29 -3.69 -2.64
75 H -2.35 -5.11 -2.91
76 H -0.42 -6.55 -2.07
77 H 1.16 -3.93 -2.26
78 H 1.69 -5.58 -2.25
79 C -2.16 5.79 2.93
80 C -2.18 5.91 4.44
81 C -1.29 7.03 5.00
82 O -2.19 7.89 5.69
83 C -3.45 7.36 5.65
84 O -4.36 7.86 6.22
85 O -3.50 6.29 4.86
86 H -2.73 4.92 2.62
87 H -1.16 5.67 2.52
88 H -2.62 6.62 2.40
89 H -1.90 4.97 4.91
90 H -0.77 7.60 4.23
91 H -0.58 6.59 5.70
92 C 3.78 -1.98 2.75
93 C 2.58 -2.88 2.50
94 C 2.84 -4.36 2.90
95 O 1.90 -4.59 3.93
96 C 1.15 -3.53 4.14
97 O 0.23 -3.52 4.93
98 O 1.55 -2.50 3.40
99 H 4.19 -2.17 3.75
100 H 3.53 -0.93 2.66
101 H 4.59 -2.11 2.02
102 H 2.29 -2.78 1.46
103 H 3.84 -4.57 3.29
104 H 2.71 -4.99 2.02

***

Looking at the structures above, run R is most stable, and the difference to the next one is 8.1 kcal/mol.